(1)
The following is a DFT calculation (wB97M-V/def2-TZVPD) of a 10-piece molecular cluster, C36H87N9O15 overall in a non-equilibrium geometry.

```
147
Properties=species:S:1:pos:R:3:mulliken_charge:R:1
C 12.21 5.63 45.82 -0.73
N 12.35 7.03 45.45 1.17
O 13.46 7.52 45.48 -0.35
O 11.37 7.64 45.13 -0.59
H 12.06 5.60 46.90 0.22
H 13.12 5.14 45.53 -0.16
H 11.34 5.21 45.32 0.47
C 15.71 3.25 43.88 -0.34
N 14.77 2.46 43.03 0.96
O 15.13 2.17 41.95 -0.58
O 13.71 2.15 43.49 -0.48
H 15.11 3.77 44.62 0.02
H 16.17 4.04 43.31 -0.10
H 16.36 2.54 44.38 0.45
C 19.13 10.45 46.04 -1.41
C 17.96 10.52 45.04 0.37
C 16.88 9.52 45.38 0.52
O 17.51 8.28 45.59 -0.41
C 16.69 7.15 45.77 -0.49
N 17.50 11.88 44.83 -0.73
H 19.64 11.40 46.16 0.44
H 19.79 9.62 45.83 0.28
H 18.74 10.20 47.05 0.28
H 18.30 10.22 44.05 0.30
H 16.13 9.41 44.57 -0.09
H 16.28 9.84 46.25 -0.23
H 16.16 6.81 44.87 0.01
H 15.97 7.25 46.59 0.31
H 17.38 6.35 46.09 0.34
H 16.83 11.80 44.06 0.31
H 17.01 12.27 45.63 0.27
C 11.37 1.71 44.11 -0.92
C 10.38 1.46 45.28 0.52
C 11.11 1.39 46.61 -0.35
O 11.91 0.20 46.64 -0.43
C 13.34 0.42 46.74 -0.50
N 9.38 2.60 45.31 -0.42
H 10.82 1.59 43.17 0.12
H 12.11 0.90 44.10 0.65
H 11.85 2.68 44.15 -0.08
H 9.83 0.53 45.08 0.23
H 10.32 1.20 47.36 0.13
H 11.63 2.30 46.92 0.24
H 13.67 1.17 46.02 0.11
H 13.85 -0.53 46.55 0.24
H 13.64 0.66 47.78 0.30
H 8.47 2.40 45.73 0.27
H 9.15 2.87 44.33 -0.01
C 15.59 5.06 40.50 -1.46
C 15.55 6.09 41.58 0.90
C 15.88 7.46 41.10 -0.43
O 17.15 7.60 40.40 -0.48
C 18.21 6.86 40.91 -0.42
N 14.25 6.04 42.20 0.39
H 14.78 4.34 40.65 0.33
H 16.45 4.40 40.52 0.37
H 15.41 5.50 39.51 0.23
H 16.32 5.85 42.31 0.06
H 16.02 8.10 41.99 0.16
H 15.11 7.84 40.44 0.36
H 18.35 7.05 41.99 0.15
H 19.09 7.14 40.34 0.31
H 18.07 5.77 40.80 0.12
H 13.99 6.85 42.75 -0.28
H 13.57 5.99 41.45 -0.24
C 13.26 11.13 44.81 -1.16
C 13.41 12.10 43.66 0.32
C 13.04 13.54 44.03 -0.88
O 12.35 14.09 42.96 -0.34
C 12.13 15.51 43.12 -0.76
N 14.82 11.93 43.17 -0.27
H 13.91 11.47 45.62 0.79
H 13.50 10.13 44.45 -0.42
H 12.22 11.09 45.18 0.58
H 12.81 11.81 42.80 -0.16
H 13.95 14.14 44.17 0.57
H 12.38 13.48 44.91 0.32
H 13.02 16.01 43.52 0.32
H 11.31 15.67 43.85 0.31
H 11.84 15.97 42.19 0.26
H 15.31 12.81 42.99 0.32
H 14.87 11.45 42.27 0.14
C 7.68 3.81 40.21 -1.54
C 8.67 3.36 41.31 0.25
C 9.49 4.52 41.78 0.18
O 10.45 4.96 40.81 -0.44
C 11.45 4.04 40.47 -0.82
N 8.00 2.79 42.48 -0.39
H 7.27 2.97 39.66 0.37
H 8.00 4.67 39.62 0.30
H 6.76 4.17 40.71 0.40
H 9.36 2.63 40.88 0.52
H 9.98 4.32 42.75 -0.60
H 8.83 5.39 41.90 0.39
H 12.35 4.60 40.24 0.25
H 11.17 3.43 39.60 0.38
H 11.73 3.39 41.31 0.22
H 7.09 3.17 42.64 0.22
H 7.99 1.78 42.41 0.26
C 7.74 4.00 51.21 -1.39
C 7.82 4.39 49.74 0.50
C 9.09 3.95 49.06 -0.40
O 10.24 4.43 49.68 -0.45
C 10.46 5.85 49.54 -0.79
N 6.61 3.76 49.05 -0.80
H 8.66 4.07 51.79 0.32
H 7.43 2.95 51.27 0.34
H 6.96 4.58 51.71 0.35
H 7.57 5.45 49.61 0.37
H 8.94 4.16 47.97 0.16
H 9.20 2.86 49.03 0.21
H 11.41 6.09 50.00 0.33
H 9.68 6.42 50.08 0.36
H 10.39 6.20 48.49 0.29
H 6.65 4.04 48.06 0.27
H 6.69 2.74 49.03 0.29
C 11.45 9.51 48.42 -1.47
C 12.82 10.14 48.43 1.05
C 13.48 10.25 49.72 -0.94
O 14.78 10.70 49.51 -0.28
C 15.48 10.71 50.66 -0.82
N 13.71 9.45 47.51 -0.04
H 11.51 8.61 49.04 0.12
H 11.10 9.28 47.42 0.36
H 10.69 10.15 48.88 0.43
H 12.75 11.21 48.10 0.06
H 13.50 9.27 50.24 0.39
H 12.95 10.91 50.42 0.43
H 15.48 11.73 51.05 0.27
H 16.48 10.42 50.38 0.22
H 15.08 10.03 51.41 0.37
H 14.64 9.81 47.58 0.13
H 13.39 9.32 46.58 -0.41
C 11.04 9.57 42.73 -0.11
C 10.23 10.63 42.63 -0.18
C 9.15 10.72 41.57 0.68
O 8.51 11.72 41.52 -0.62
C 9.07 9.61 40.64 -0.73
C 9.81 8.49 40.78 0.07
C 10.90 8.43 41.84 0.64
O 11.66 7.51 41.85 -0.23
O 9.70 7.45 39.92 -0.65
O 10.48 11.79 43.28 -0.43
H 11.90 9.58 43.38 0.49
H 8.33 9.65 39.84 0.45
H 10.18 6.59 40.28 0.36
H 10.01 12.51 42.80 0.37
```

Results
**HOMO-LUMO gap**: 0.278 Ha
**E_HOMO**: -8.6 eV

=====

(2)
The following is a DFT calculation (wB97M-V/def2-TZVPD) of a 8-piece molecular cluster, C36H87O17PS overall.

```
142
Properties=species:S:1:pos:R:3:mulliken_charge:R:1
C 1.64 1.84 5.60 -1.20
C 1.80 3.22 4.92 0.16
P 1.34 4.61 6.04 -0.33
C 1.81 6.11 5.05 -0.21
C 3.16 5.96 4.35 -1.50
C -0.55 4.72 6.10 0.37
C -1.30 5.79 5.31 -1.25
C -1.66 5.45 3.85 -0.76
S -1.52 3.75 3.30 1.22
O -2.80 3.32 2.82 -0.60
O -0.40 3.70 2.40 -0.65
O -1.13 2.89 4.56 -0.18
C -1.27 3.40 5.90 -1.15
H 2.56 1.27 5.49 0.17
H 1.41 1.93 6.67 0.38
H 0.84 1.27 5.12 0.20
H 2.87 3.39 4.73 0.32
H 1.31 3.23 3.95 0.22
H 1.05 6.40 4.31 0.25
H 1.88 6.92 5.78 0.39
H 3.49 6.93 3.96 0.43
H 3.93 5.60 5.04 0.35
H 3.10 5.26 3.51 0.35
H -0.72 4.97 7.15 0.56
H -2.24 5.97 5.83 0.50
H -0.77 6.74 5.33 0.38
H -1.06 5.99 3.12 0.40
H -2.71 5.69 3.67 0.39
H -0.87 2.61 6.54 0.38
H -2.34 3.50 6.12 0.45
C -1.86 0.39 1.39 -0.80
O -2.86 -0.59 1.13 -0.40
C -3.88 -0.14 0.26 -0.43
C -3.70 -0.66 -1.15 -0.41
O -2.53 -0.14 -1.76 -0.38
C -1.43 -1.04 -1.74 -0.69
H -1.05 -0.12 1.91 0.34
H -1.47 0.82 0.46 0.31
H -2.25 1.19 2.02 0.30
H -3.92 0.96 0.25 0.31
H -4.84 -0.50 0.65 0.37
H -4.56 -0.36 -1.75 0.31
H -3.67 -1.76 -1.13 0.20
H -1.60 -1.87 -2.43 0.42
H -1.25 -1.44 -0.74 0.24
H -0.56 -0.48 -2.07 0.21
C 3.24 -4.62 -5.32 -0.66
O 1.91 -4.50 -5.79 -0.41
C 0.94 -4.89 -4.84 -0.66
C 0.36 -3.72 -4.08 -0.36
O 1.33 -3.08 -3.26 -0.32
C 1.84 -1.88 -3.81 -0.68
H 3.90 -4.15 -6.04 0.28
H 3.37 -4.14 -4.35 0.23
H 3.52 -5.68 -5.22 0.35
H 1.37 -5.61 -4.13 0.29
H 0.13 -5.40 -5.38 0.43
H -0.44 -4.07 -3.43 0.38
H -0.07 -3.00 -4.79 0.32
H 1.09 -1.09 -3.78 0.10
H 2.17 -2.02 -4.84 0.38
H 2.69 -1.58 -3.20 0.37
C 5.72 1.19 3.20 -0.85
O 5.59 1.85 4.44 -0.24
C 5.90 1.04 5.56 -0.41
C 7.28 1.33 6.10 -0.71
O 8.30 1.00 5.18 -0.37
C 8.83 2.11 4.48 -0.66
H 5.64 1.95 2.42 0.22
H 6.69 0.69 3.11 0.38
H 4.93 0.46 3.05 0.34
H 5.83 -0.02 5.29 0.39
H 5.16 1.24 6.34 0.33
H 7.44 0.74 7.01 0.39
H 7.35 2.39 6.38 0.36
H 9.42 2.75 5.14 0.32
H 8.04 2.71 4.02 0.26
H 9.48 1.71 3.70 0.24
C 1.45 0.96 -7.11 -0.73
O 2.13 1.52 -6.00 -0.28
C 2.57 2.85 -6.20 -0.51
C 1.66 3.85 -5.53 -0.53
O 0.37 3.87 -6.10 -0.39
C -0.59 3.15 -5.34 -0.56
H 0.99 0.04 -6.77 0.16
H 0.67 1.64 -7.48 0.37
H 2.14 0.74 -7.92 0.31
H 2.64 3.07 -7.28 0.36
H 3.58 2.93 -5.78 0.34
H 2.09 4.85 -5.65 0.39
H 1.61 3.64 -4.46 0.32
H -0.83 3.68 -4.41 0.32
H -0.25 2.14 -5.10 0.16
H -1.50 3.09 -5.94 0.27
C -7.47 -4.55 -0.51 -0.70
O -7.72 -4.05 0.79 -0.33
C -7.52 -4.99 1.82 -0.50
C -6.19 -4.81 2.51 -0.49
O -5.09 -5.08 1.66 -0.42
C -4.51 -3.92 1.10 -0.78
H -7.50 -3.70 -1.19 0.19
H -6.50 -5.04 -0.57 0.32
H -8.24 -5.27 -0.81 0.33
H -7.59 -6.01 1.43 0.32
H -8.32 -4.86 2.55 0.37
H -6.13 -5.50 3.36 0.41
H -6.12 -3.79 2.91 0.29
H -3.96 -3.35 1.87 0.42
H -5.26 -3.26 0.65 0.28
H -3.80 -4.24 0.34 0.30
C -9.41 1.35 -3.56 -0.64
O -9.67 1.90 -2.29 -0.38
C -9.44 1.00 -1.21 -0.54
C -8.12 1.25 -0.53 -0.59
O -7.02 1.00 -1.38 -0.16
C -6.44 2.17 -1.94 -0.96
H -9.46 2.16 -4.28 0.24
H -8.41 0.89 -3.60 0.24
H -10.15 0.59 -3.83 0.33
H -9.48 -0.04 -1.57 0.33
H -10.25 1.13 -0.49 0.38
H -8.04 0.59 0.33 0.38
H -8.09 2.29 -0.16 0.38
H -5.90 2.73 -1.17 0.31
H -7.20 2.81 -2.38 0.45
H -5.74 1.85 -2.70 0.27
C 7.92 -6.70 -1.63 -0.68
O 7.84 -5.35 -1.22 -0.37
C 7.90 -4.42 -2.30 -0.59
C 6.53 -3.90 -2.68 -0.47
O 5.71 -4.92 -3.21 -0.33
C 4.76 -5.42 -2.28 -0.87
H 7.70 -7.31 -0.76 0.24
H 7.21 -6.93 -2.42 0.27
H 8.93 -6.94 -1.98 0.33
H 8.38 -4.88 -3.17 0.32
H 8.52 -3.58 -1.97 0.38
H 6.65 -3.14 -3.45 0.38
H 6.06 -3.44 -1.81 0.35
H 3.98 -4.68 -2.08 0.32
H 5.24 -5.70 -1.33 0.45
H 4.30 -6.31 -2.72 0.24
```

Results
**HOMO-LUMO gap**: 0.329 Ha
**E_HOMO**: -8.5 eV

=====

(3)
The following is a DFT calculation (wB97M-V/def2-TZVPD) of C36H88NbO14P2S as an isolated structure in a non-equilibrium geometry.

```
142
Properties=species:S:1:pos:R:3:mulliken_charge:R:1
C 1.35 1.23 3.62 -0.65
C 1.11 -0.40 3.38 0.08
C -0.12 -0.59 2.35 0.21
C 0.01 -1.72 1.19 -0.25
C 1.22 -2.78 1.28 -0.46
C 2.42 -2.68 0.19 -0.59
C 2.55 -1.30 -0.66 -0.58
C 3.25 -0.03 0.16 0.13
C 3.12 1.31 -0.82 0.16
C 3.07 2.73 0.00 -0.89
Nb 1.91 4.40 -1.06 -0.96
P 2.42 3.34 -3.31 0.32
C 0.98 3.44 -4.55 -0.72
C 4.09 3.89 -4.05 -0.91
P -0.34 3.24 -0.79 0.78
O -0.26 1.49 -0.63 -0.43
O -1.08 3.81 0.72 -0.66
S -1.59 3.82 -2.21 -0.42
H 2.47 1.33 4.00 0.31
H 1.28 1.80 2.58 -0.16
H 0.56 1.68 4.39 0.28
H 2.15 -0.83 3.04 0.40
H 0.77 -0.84 4.43 -0.36
H -1.10 -0.81 3.00 0.28
H -0.32 0.47 1.84 -0.48
H -0.10 -1.15 0.15 -0.02
H -1.01 -2.35 1.25 0.38
H 0.74 -3.87 1.12 0.33
H 1.75 -2.88 2.35 0.15
H 2.28 -3.56 -0.61 0.28
H 3.48 -2.90 0.69 0.21
H 3.33 -1.52 -1.54 0.34
H 1.56 -0.97 -1.24 0.19
H 2.77 0.16 1.21 -0.34
H 4.40 -0.29 0.34 0.31
H 2.18 1.11 -1.49 -0.05
H 4.06 1.29 -1.54 0.23
H 4.20 3.12 0.07 0.33
H 2.73 2.59 1.14 0.12
H 1.02 5.80 -1.86 0.22
H 1.59 5.24 0.55 -0.02
H 3.45 5.38 -1.18 0.01
H 0.47 4.49 -4.62 0.19
H 1.39 3.04 -5.59 0.27
H 0.18 2.61 -4.21 0.15
H 4.26 3.57 -5.17 0.34
H 4.25 5.04 -3.85 0.17
H 4.94 3.34 -3.42 0.24
H -1.15 1.16 -0.27 0.25
H -0.88 3.14 1.46 0.29
C -1.00 -0.76 10.08 -0.78
O -1.17 -1.94 9.30 -0.27
C -1.61 -1.67 7.98 -0.62
C -1.03 -2.69 6.99 -0.35
O 0.36 -2.48 6.69 -0.32
C 1.28 -2.79 7.75 -0.39
C 1.41 -4.29 8.04 -0.59
O 0.27 -4.75 8.77 -0.32
C -0.05 -6.10 8.49 -0.88
H -1.98 -0.30 10.28 0.33
H -0.54 -1.04 11.03 0.23
H -0.34 -0.05 9.57 0.35
H -1.31 -0.67 7.66 0.35
H -2.70 -1.73 7.97 0.40
H -1.55 -2.56 6.04 0.44
H -1.22 -3.72 7.31 0.08
H 1.06 -2.21 8.64 0.13
H 2.26 -2.44 7.39 0.40
H 2.29 -4.46 8.66 0.40
H 1.52 -4.83 7.10 0.34
H -0.17 -6.25 7.41 0.36
H -1.00 -6.33 8.98 0.30
H 0.72 -6.77 8.89 0.40
C -4.84 2.00 -10.61 -0.80
O -4.25 1.84 -9.33 -0.25
C -3.72 0.53 -9.13 -0.58
C -2.47 0.58 -8.24 -0.25
O -1.30 1.08 -8.90 -0.48
C -1.30 2.49 -9.21 -0.45
C -1.17 3.38 -7.98 -0.22
O -2.41 3.44 -7.27 -0.34
C -2.23 3.61 -5.87 -0.42
H -5.75 1.39 -10.69 0.33
H -5.10 3.05 -10.74 0.23
H -4.14 1.72 -11.40 0.35
H -3.45 0.07 -10.08 0.36
H -4.49 -0.07 -8.65 0.39
H -2.22 -0.44 -7.95 0.42
H -2.66 1.13 -7.31 0.05
H -2.16 2.76 -9.82 0.12
H -0.41 2.64 -9.83 0.43
H -0.92 4.40 -8.29 0.40
H -0.37 3.00 -7.33 0.09
H -1.57 2.84 -5.46 0.25
H -3.21 3.51 -5.39 0.30
H -1.84 4.61 -5.66 0.12
C 2.07 9.24 -2.64 -0.57
O 1.99 9.39 -4.05 -0.33
C 2.66 8.34 -4.75 -0.51
C 1.94 8.03 -6.07 -0.44
O 0.71 7.31 -5.91 -0.32
C -0.38 8.04 -5.34 -0.28
C -0.96 9.11 -6.27 -0.69
O -0.10 10.25 -6.31 -0.24
C -0.14 10.92 -7.56 -0.80
H 3.10 9.39 -2.30 0.31
H 1.43 10.00 -2.18 0.23
H 1.70 8.26 -2.33 0.15
H 2.69 7.43 -4.15 0.31
H 3.68 8.67 -4.95 0.42
H 2.59 7.37 -6.66 0.42
H 1.79 8.93 -6.67 0.10
H -0.12 8.44 -4.36 0.13
H -1.17 7.29 -5.16 0.39
H -1.93 9.45 -5.88 0.41
H -1.10 8.68 -7.27 0.35
H 0.07 10.22 -8.38 0.35
H 0.64 11.68 -7.56 0.23
H -1.11 11.40 -7.70 0.33
C -0.33 -12.31 3.75 -0.80
O -0.56 -11.84 5.07 -0.26
C 0.42 -10.90 5.50 -0.66
C -0.21 -9.87 6.44 -0.25
O -1.02 -8.89 5.78 -0.43
C -2.27 -9.36 5.26 -0.32
C -3.30 -9.70 6.35 -0.57
O -2.98 -10.95 6.97 -0.27
C -3.37 -11.01 8.33 -0.76
H 0.58 -12.92 3.72 0.33
H -1.18 -12.92 3.44 0.23
H -0.25 -11.47 3.05 0.36
H 0.86 -10.38 4.65 0.38
H 1.20 -11.46 6.03 0.40
H 0.61 -9.30 6.90 0.37
H -0.75 -10.34 7.26 0.13
H -2.13 -10.19 4.56 0.12
H -2.68 -8.53 4.67 0.41
H -4.29 -9.81 5.90 0.40
H -3.33 -8.89 7.09 0.33
H -2.96 -10.16 8.88 0.32
H -2.96 -11.92 8.76 0.23
H -4.46 -11.02 8.41 0.33
```

Results
**HOMO-LUMO gap**: 0.224 Ha
**E_HOMO**: -4.6 eV
**Net charge**: -1